1.
A molecular structure, C26H36N7O2Rb in a non-equilibrium geometry, computed with ωB97M-V with the def2-TZVPD basis set.

CARTESIAN COORDINATES (ANGSTROEM)
Rb -0.453 1.644 0.468
O -0.342 2.242 3.263
O -0.310 -1.518 -2.796
N -2.175 1.790 -2.035
N -0.875 -1.196 0.445
N 1.585 3.419 2.251
N 0.771 1.228 -2.262
N -3.137 0.378 -0.048
N 1.516 -0.262 -0.215
N 3.370 2.292 1.380
C 1.012 -0.770 4.818
C 2.597 0.247 -1.068
C 1.511 -1.357 0.378
C 2.428 4.363 1.627
C -3.550 1.381 -2.221
C -4.164 1.134 -0.822
C 2.104 1.505 -1.789
C 1.690 1.068 2.824
C -3.248 -0.867 0.229
C 0.278 -3.109 -4.479
C 2.595 0.102 3.229
C 3.439 3.647 1.127
C 2.683 -2.248 0.529
C -2.240 -1.687 2.333
C 2.231 -0.863 4.178
C 0.097 2.201 -3.063
C -2.087 -1.325 1.024
C 2.207 2.185 2.101
C -1.128 -2.147 3.044
C 0.444 1.223 3.506
C 0.151 -1.673 1.101
C -4.351 -1.884 -0.155
C 0.141 0.238 4.471
C -0.061 -2.907 -3.015
C 0.068 -2.288 2.369
C -1.353 1.859 -3.286
H -3.628 0.425 -2.784
H -4.118 2.170 -2.710
H -5.220 0.720 -0.911
H 0.304 -4.164 -4.775
H -3.202 -1.602 2.802
H -1.772 0.970 -1.564
H 3.604 0.209 2.844
H 0.574 2.324 -4.040
H 1.279 -2.785 -4.696
H -0.975 -3.483 -2.808
H -0.786 0.312 4.930
H -4.917 -2.144 0.738
H 4.272 4.061 0.468
H -0.609 -1.351 -1.894
H 3.488 0.526 -0.476
H 0.995 -2.598 2.853
H 3.578 -1.743 0.293
H 2.158 5.397 1.722
H -1.784 2.742 -3.860
H -0.506 -2.646 -5.082
H 2.715 -2.582 1.574
H 0.790 -3.298 -2.375
H 0.251 3.132 -2.535
H 2.747 1.705 -2.683
H -1.404 0.946 -3.932
H 2.087 2.435 -1.090
H 0.824 -1.591 5.558
H 0.822 0.378 -2.819
H 2.661 -3.128 -0.042
H 2.888 -1.713 4.367
H -3.884 -2.743 -0.599
H -4.179 2.053 -0.208
H 2.864 -0.501 -1.850
H -1.230 -2.342 4.116
H 0.890 3.395 2.985
H -5.021 -1.531 -0.953

## Properties
E_tot = -1570.1615 hartree
E_LUMO = 0.006 Ha
E_HOMO = -0.24576 Ha
Gap between HOMO and LUMO = 0.2513 Eh
Largest force on an atom = 3.516 eV/Å
Energy above the lowest of the compared OMol25 structures with the same formula, charge and spin = 0.000 eV

2.
A molecular structure, C26H37BN4PPtS2Te in a non-equilibrium geometry, computed with ωB97M-V with the def2-TZVPD basis set.

CARTESIAN COORDINATES (ANGSTROEM)
Pt 0.845 -0.377 -0.444
Te -1.997 0.610 -0.840
S 0.740 2.015 -0.658
S 3.357 -0.398 -0.431
P 0.174 -2.614 -0.159
N 4.108 0.947 1.804
N 3.849 2.232 0.040
N 2.806 2.713 -2.318
N 0.837 2.713 -3.278
C 1.514 2.445 -2.132
C -1.827 0.699 3.549
C -6.873 -0.179 -0.699
C 2.492 -3.421 -1.529
C -1.877 -4.568 -0.121
C 4.203 3.019 1.095
C -1.620 2.532 1.489
C -4.122 0.210 -0.702
C -1.649 2.042 3.836
C -4.946 1.017 -1.475
C 3.768 0.975 0.494
C -1.905 0.270 2.234
C 4.375 2.232 2.187
C 1.268 -1.948 2.289
C 2.958 3.134 -3.604
C 1.151 -3.933 -1.019
C -4.683 -0.789 0.074
C -0.563 2.544 -3.533
C -1.536 2.958 2.803
C -6.054 -0.987 0.072
C 0.333 -2.971 1.653
C -1.548 -3.147 -0.562
C -6.317 0.832 -1.465
C 1.743 3.133 -4.207
C 4.262 -0.209 2.644
C -1.810 1.189 1.202
B 4.076 2.672 -1.428
H -2.897 -4.819 -0.405
H -6.951 1.477 -2.055
H -2.051 -0.780 2.018
H -0.806 3.045 -4.465
H 2.350 -2.513 -2.118
H -1.671 -3.042 -1.644
H 0.543 -4.267 -1.865
H 4.517 3.774 -1.403
H 4.963 0.017 3.445
H 0.918 -0.926 2.081
H 4.671 2.474 3.186
H 4.810 1.878 -1.927
H -1.541 3.247 0.683
H 3.162 -3.185 -0.706
H -2.236 -2.435 -0.098
H 2.264 -2.065 1.870
H -1.910 -0.017 4.354
H -7.940 -0.341 -0.704
H 1.298 -4.781 -0.345
H -1.162 2.978 -2.730
H 0.717 -3.981 1.808
H 2.968 -4.169 -2.159
H -1.609 2.378 4.861
H 4.649 -1.048 2.064
H -1.214 -5.292 -0.585
H -6.481 -1.777 0.672
H -4.509 1.801 -2.081
H -0.658 -2.912 2.107
H 4.347 4.072 0.973
H -4.061 -1.419 0.695
H 3.921 3.401 -3.985
H 1.451 3.386 -5.204
H -1.794 -4.674 0.957
H -1.399 4.008 3.019
H -0.813 1.483 -3.627
H 3.307 -0.487 3.087
H 1.314 -2.081 3.368

## Properties
E_tot = -2781.7634 hartree
E_LUMO = -0.156 Ha
E_HOMO = -0.39207 Ha
Gap between HOMO and LUMO = 0.2363 Eh
Largest force on an atom = 2.002 eV/Å
Charge = +1

3.
A molecular structure, C26H37BrN6O5P2Ti, computed with ωB97M-V with the def2-TZVPD basis set.

CARTESIAN COORDINATES (ANGSTROEM)
Br 3.945 -1.617 -6.214
Ti 0.743 -0.716 0.439
P -0.938 2.253 0.919
P -2.101 0.467 -0.998
O -1.812 1.953 -0.407
O -1.476 -0.558 -0.117
O -0.163 -2.212 1.577
O 0.172 1.256 1.085
O 1.303 0.052 -1.104
N 2.317 -2.000 0.110
N 1.997 -0.604 2.243
N -0.271 3.721 0.742
N -3.722 0.316 -0.963
N -1.450 0.547 -2.487
N -2.018 2.322 2.127
C 1.958 0.558 -3.313
C 2.609 -1.557 -2.270
C 2.742 -2.387 -1.129
C 3.621 -3.544 3.802
C 3.151 -1.080 -4.586
C 2.554 0.177 -4.510
C 2.913 -1.343 4.757
C -0.343 -3.892 -0.141
C -4.386 -0.907 -0.519
C 3.744 -4.320 2.688
C -1.300 -0.722 -3.206
C -4.567 1.222 -1.733
C 1.897 0.220 3.263
C -1.463 2.322 3.484
C 2.763 -2.622 1.263
C -3.398 1.849 2.052
C 2.367 -0.106 4.548
C 1.960 -0.302 -2.233
C -1.596 1.706 -3.363
C -1.097 4.927 0.707
C -0.050 -2.544 0.391
C 3.045 -2.252 3.683
C 3.323 -3.869 1.414
C 3.193 -1.929 -3.503
C 0.960 3.842 -0.049
C 2.598 -1.821 2.431
H 2.559 0.839 -5.364
H -0.187 -4.643 0.636
H -3.826 2.055 1.076
H -4.052 2.160 -1.941
H 2.272 0.615 5.347
H -3.703 -1.511 0.071
H 3.693 -2.885 -3.585
H 1.407 1.163 3.059
H 1.477 1.523 -3.212
H -1.958 4.820 1.363
H 3.257 -1.635 5.742
H -0.519 2.866 3.510
H -0.501 5.769 1.055
H 3.339 -3.287 -1.209
H -0.481 -0.619 -3.916
H -3.983 2.384 2.800
H -1.039 -1.521 -2.512
H -2.214 -0.994 -3.744
H -4.744 -1.488 -1.373
H -2.492 1.636 -3.987
H -3.468 0.775 2.252
H -1.440 5.142 -0.310
H -5.245 -0.645 0.103
H -5.461 1.459 -1.154
H 0.256 -4.100 -1.025
H 1.548 4.670 0.345
H 0.726 4.047 -1.098
H -4.878 0.774 -2.681
H -1.301 1.303 3.845
H 3.954 -3.891 4.771
H 1.545 2.929 0.017
H -2.159 2.833 4.148
H -1.636 2.625 -2.781
H 3.470 -4.511 0.555
H 4.183 -5.305 2.766
H -1.398 -3.912 -0.430
H -0.727 1.755 -4.019

## Properties
Multiplicity = 2
E_tot = -5823.9783 hartree
E_LUMO (alpha / beta) = -0.097 / -0.101 Ha
E_HOMO (alpha / beta) = -0.29277 / -0.37497 Ha
Gap between HOMO and LUMO (alpha / beta) = 0.1955 / 0.2738 Eh
Expectation value of S² = 0.78
Largest force on an atom = 0.606 eV/Å
Energy above the lowest of the compared OMol25 structures with the same formula, charge and spin = 0.447 eV
Charge = +1

4.
A molecular structure, C26H37F4N5S3SbW in a non-equilibrium geometry, computed with ωB97M-V with the def2-TZVPD basis set.

CARTESIAN COORDINATES (ANGSTROEM)
W 0.332 0.989 0.507
Sb 0.866 0.593 -3.432
S 2.478 1.503 -0.756
S -0.381 5.169 0.436
S 1.647 2.458 2.115
F 3.438 -4.231 0.337
F 1.520 -3.270 -1.342
F -0.487 0.515 2.175
F 3.090 -0.412 3.024
N 0.263 -0.694 -0.630
N -0.875 2.723 0.762
N -1.580 3.986 2.576
N -0.164 2.813 -0.421
N -2.030 0.440 0.057
C 1.696 -0.588 1.131
C 5.643 2.164 2.419
C 2.681 -1.091 1.940
C 3.196 1.261 -5.450
C 0.374 -1.297 -4.387
C 3.331 2.155 1.756
C 0.083 5.219 -2.924
C -0.930 -1.513 -0.855
C -1.985 -1.037 0.096
C -0.993 3.864 1.386
C 3.269 -2.327 1.707
C -3.028 0.865 1.055
C 0.064 1.835 -5.042
C 4.310 2.380 2.720
C 1.315 -1.362 0.053
C 2.944 0.630 -4.080
C 0.940 -1.493 -5.791
C 6.011 1.724 1.152
C 2.874 -3.052 0.599
C -2.483 0.903 -1.272
C 5.039 1.499 0.191
C 0.154 4.017 -0.732
C -1.464 1.849 -5.019
C 3.697 1.717 0.494
C 1.891 -2.572 -0.254
C 0.932 4.412 -1.927
H 3.276 -0.410 -4.060
H -0.269 6.151 -2.477
H -0.716 -1.376 -4.409
H 0.470 2.842 -4.921
H 0.753 -2.071 -3.714
H 2.708 0.710 -6.254
H -1.872 0.840 -5.115
H -1.849 2.289 -4.094
H -1.663 3.141 3.125
H 0.607 -2.455 -6.189
H -2.677 1.974 -1.232
H 2.030 -1.502 -5.791
H -3.166 1.943 1.013
H -1.479 4.845 3.092
H -1.267 -1.416 -1.892
H -2.700 0.584 2.052
H 0.598 -0.720 -6.481
H 4.269 1.268 -5.660
H 4.016 -2.722 2.380
H -3.984 0.382 0.845
H 5.304 1.159 -0.804
H -1.864 2.437 -5.849
H -3.410 0.397 -1.555
H 0.684 5.470 -3.795
H 1.316 3.507 -2.391
H 7.054 1.556 0.917
H 0.433 1.433 -5.986
H -1.724 0.716 -2.028
H 3.491 1.173 -3.312
H -0.718 -2.564 -0.679
H -2.964 -1.460 -0.149
H 2.847 2.295 -5.488
H -1.721 -1.332 1.111
H 6.398 2.333 3.175
H -0.783 4.643 -3.254
H 1.785 5.012 -1.603
H 4.012 2.710 3.708

## Properties
E_tot = -3187.8192 hartree
E_LUMO (alpha / beta) = -0.168 / -0.169 Ha
E_HOMO (alpha / beta) = -0.36969 / -0.36967 Ha
Gap between HOMO and LUMO (alpha / beta) = 0.2012 / 0.2011 Eh
Largest force on an atom = 1.941 eV/Å
Energy above the lowest of the compared OMol25 structures with the same formula, charge and spin = 0.000 eV
Charge = +1

5.
6 unconnected molecules or ions with the total composition C26H37F6O17 in a non-equilibrium geometry, computed with ωB97M-V with the def2-TZVPD basis set.

CARTESIAN COORDINATES (ANGSTROEM)
F -3.868 0.029 2.049
F 3.006 1.434 1.550
F 4.037 0.918 -0.361
F 4.247 -0.432 1.503
F -3.941 -0.353 -0.149
F -2.528 -1.506 1.151
O -3.626 3.166 0.128
O 4.550 -2.213 -2.708
O -5.997 -7.345 4.156
O -2.153 0.770 0.841
O -4.554 4.212 -1.630
O -0.245 -4.943 -2.916
O 1.411 5.929 0.473
O 1.672 -1.469 1.126
O 2.573 5.960 2.411
O -1.144 -4.515 -0.882
O -3.909 -6.508 4.393
O -5.526 -5.232 3.501
O 2.973 -0.636 -3.070
O 0.486 5.130 2.373
O 5.116 -0.272 -3.689
O -3.001 2.599 -1.965
O -0.016 -2.905 -1.998
C 0.283 -4.087 -3.927
C -0.353 -0.124 -0.794
C 4.102 -1.003 -3.149
C 3.378 0.352 0.743
C 0.854 -2.955 -3.122
C -3.060 -0.245 0.914
C 1.309 -4.815 -4.770
C 3.334 5.256 4.601
C -5.700 6.051 -0.549
C -5.218 -6.446 4.029
C 2.178 5.766 3.768
C -3.662 3.260 -1.227
C 1.049 4.784 3.635
C -1.536 0.916 -0.493
C 2.098 -0.451 0.189
C 5.871 -2.372 -3.212
C 1.482 5.695 1.639
C -5.301 4.593 -0.478
C 0.945 0.588 -0.132
C -0.527 -4.151 -1.840
C -4.241 -3.364 2.632
C 7.354 -0.762 -4.475
C -4.407 -4.375 3.745
C -3.273 -5.353 3.845
C -4.346 4.280 0.640
C 6.331 -0.950 -3.375
H -0.539 -1.118 -0.292
H 1.873 -4.119 -5.395
H 2.004 -5.377 -4.141
H 1.367 1.401 -0.815
H 6.905 -0.917 -5.459
H 7.736 0.261 -4.463
H 2.994 4.898 5.575
H 0.834 -2.010 -3.665
H 5.823 -2.926 -4.155
H -4.862 4.012 1.563
H 1.379 3.741 3.598
H -5.031 -2.611 2.688
H 0.601 1.140 0.814
H 3.861 4.449 4.087
H 6.488 -2.928 -2.505
H -1.020 1.937 -0.482
H -2.249 0.955 -1.345
H -6.193 3.959 -0.426
H 1.825 6.727 4.159
H -0.549 -3.748 -4.554
H 0.309 4.894 4.429
H 1.873 -3.140 -2.768
H -3.279 -2.859 2.696
H -3.638 5.089 0.849
H -4.857 6.673 -0.858
H -2.479 -5.002 4.506
H -2.838 -5.619 2.877
H 0.816 -5.542 -5.420
H 2.450 -0.945 -0.774
H 6.711 -0.545 -2.431
H -4.332 -3.840 1.653
H 4.063 6.054 4.761
H -6.074 6.408 0.413
H -4.575 -3.862 4.699
H 8.196 -1.447 -4.354
H 2.382 -2.141 1.107
H -6.483 6.191 -1.298

## Properties
E_tot = -2891.2182 hartree
E_LUMO = 0.078 Ha
E_HOMO = -0.05192 Ha
Gap between HOMO and LUMO = 0.1299 Eh
Largest force on an atom = 4.486 eV/Å
Charge = -1

6.
A gas-phase ion, C26H37N2O3 (charge +1), computed with ωB97M-V with the def2-TZVPD basis set.

CARTESIAN COORDINATES (ANGSTROEM)
O -3.070 -1.829 3.994
O -2.668 0.999 4.284
O 1.705 0.961 -0.744
N 2.191 1.794 -2.774
N 0.961 -1.443 -0.218
C -5.400 0.228 1.161
C 4.909 2.669 -3.894
C 6.258 3.363 -4.077
C -1.108 -1.883 2.580
C 2.046 -1.983 -1.060
C 4.428 2.820 -2.440
C 2.912 2.958 -2.291
C -4.601 0.642 2.213
C -0.010 -1.237 2.023
C -6.735 -1.056 2.678
C -0.333 -1.587 -0.905
C -0.404 -0.566 -2.044
C -4.854 0.197 3.503
C -3.343 -3.180 3.711
C -1.862 0.178 3.580
C 1.849 -1.577 -2.527
C 0.964 -1.990 1.159
C 0.175 0.117 2.263
C 0.987 -0.312 -2.661
C -0.749 0.804 3.021
C -3.983 0.624 4.658
C 1.666 0.877 -1.976
C -2.025 -1.213 3.380
C -6.467 -0.622 1.390
C 5.039 1.200 -4.298
C -5.931 -0.652 3.728
H 2.991 -1.592 -0.677
H 6.613 3.241 -5.097
H -7.092 -0.942 0.569
H -5.193 0.580 0.161
H 2.560 3.829 -2.849
H -2.532 -3.834 4.046
H 1.027 0.641 1.858
H 5.806 0.716 -3.697
H -1.134 -1.408 -0.186
H -1.231 -2.941 2.408
H -0.806 0.376 -1.667
H -4.389 1.536 5.110
H 4.775 1.972 -1.848
H -1.086 -0.932 -2.810
H 0.871 -0.084 -3.723
H -7.570 -1.714 2.863
H -3.778 1.318 2.031
H 1.162 -0.377 -0.177
H -3.960 -0.160 5.422
H -0.420 -2.611 -1.277
H 2.063 -3.072 -0.969
H -3.533 -3.335 2.644
H 2.145 1.681 -3.775
H 2.822 -1.421 -2.992
H -4.247 -3.414 4.270
H -6.136 -0.995 4.731
H 6.176 4.427 -3.870
H 4.866 3.721 -2.009
H 6.998 2.936 -3.405
H -0.634 1.860 3.208
H 4.186 3.158 -4.558
H 5.332 1.122 -5.342
H 1.979 -1.884 1.551
H 4.107 0.653 -4.167
H 2.655 3.080 -1.237
H 1.352 -2.378 -3.077
H 0.711 -3.053 1.120

## Properties
E_tot = -1347.9705 hartree
E_LUMO = -0.075 Ha
SMILES = COc1cc(C[N@H+]2CC[C@H](C(=O)NCCC(C)C)CC2)ccc1OCc1ccccc1
E_HOMO = -0.38883 Ha
Gap between HOMO and LUMO = 0.3139 Eh
Largest force on an atom = 0.768 eV/Å
Energy above the lowest of the compared OMol25 structures with the same formula, charge and spin = 0.327 eV
Charge = +1

Question: The lowest E_tot belongs to which entry?
Answer: C26H37BrN6O5P2Ti